No. 1
62
Properties=species:S:1:pos:R:3:lowdin_charge:R:1 method="wB97M-V/def2-TZVPD" homo_lumo_gap_ev=6.842 e_above_lowest_kcal_mol=0.0 total_charge=0 molar_mass_g_mol=864.0 total_energy_ev=-176743.12030 homo_ha=-0.301
Pt 0.201 -0.133 0.228 1.0115
Cl 2.082 -2.848 0.828 0.6856
C 2.958 -1.456 0.245 -0.6817
C 2.244 -0.304 -0.073 -0.3579
C 3.002 0.726 -0.632 -0.6891
Cl 2.188 2.165 -1.190 0.6383
C 4.383 0.659 -0.803 -0.7109
Cl 5.263 1.979 -1.471 0.6785
C 5.058 -0.500 -0.427 -0.7123
Cl 6.765 -0.609 -0.613 0.6792
C 4.338 -1.574 0.088 -0.7109
Cl 5.161 -3.023 0.520 0.6771
C -1.444 1.302 -2.493 -0.1832
Si -2.586 1.012 -1.032 0.4332
C -4.220 0.488 -1.815 -0.1677
C -2.877 2.646 -0.162 -0.1655
C -1.984 -0.336 0.147 -0.4655
C -1.711 -1.530 -0.672 -0.4204
C -2.452 -2.694 -0.892 -0.0228
C -1.916 -3.678 -1.698 -0.0436
C -0.636 -3.535 -2.240 -0.0549
C 0.088 -2.410 -1.913 -0.1235
N -0.458 -1.443 -1.174 -0.0829
Si -2.975 -0.615 1.708 0.4496
C -2.342 -2.138 2.617 -0.1554
C -2.843 0.845 2.890 -0.1607
C -4.816 -0.881 1.410 -0.1763
H -1.875 2.098 -3.106 0.0356
H -1.368 0.410 -3.119 0.0318
H -0.434 1.596 -2.205 -0.0205
H -4.446 1.126 -2.674 0.0322
H -5.064 0.546 -1.128 0.0159
H -4.160 -0.542 -2.180 0.0288
H -3.258 3.370 -0.888 0.0375
H -1.958 3.053 0.252 0.0013
H -3.606 2.572 0.646 0.0191
H -3.431 -2.803 -0.447 0.1050
H -2.486 -4.575 -1.904 0.1118
H -0.202 -4.296 -2.871 0.1056
H 1.111 -2.257 -2.231 0.1198
H -1.384 -1.937 3.096 -0.0017
H -2.212 -3.007 1.969 0.0291
H -3.051 -2.411 3.402 0.0359
H -1.873 1.340 2.840 -0.0046
H -2.986 0.494 3.915 0.0382
H -3.608 1.599 2.695 0.0241
H -5.033 -1.635 0.651 0.0222
H -5.304 0.045 1.099 0.0214
H -5.289 -1.201 2.342 0.0326
Se 0.732 2.727 2.013 1.1649
N 0.616 0.943 1.912 -0.4101
C 0.837 0.452 3.125 -0.3461
C 0.865 -0.931 3.468 -0.0539
C 1.092 -1.268 4.759 -0.0484
C 1.301 -0.279 5.779 -0.0620
C 1.293 1.042 5.493 -0.0149
C 1.062 1.449 4.140 -0.3770
N 1.045 2.707 3.740 -0.2213
H 0.726 -1.667 2.689 0.0423
H 1.126 -2.314 5.037 0.1136
H 1.475 -0.611 6.794 0.1071
H 1.455 1.802 6.244 0.1169


No. 2
63
Properties=species:S:1:pos:R:3:lowdin_charge:R:1 method="wB97M-V/def2-TZVPD" homo_lumo_gap_ev=8.462 e_above_lowest_kcal_mol=142.9 total_charge=0 molar_mass_g_mol=524.0 smiles="CCN(CC)Cc1c(C(=O)N/N=C/c2cccc(OCc3cccc(Cl)c3)c2)nnn1-c1nonc1N" total_energy_ev=-57382.23303 homo_ha=-0.309
C -2.071 -2.292 1.264 -0.0649
C -3.495 -1.727 1.273 -0.2207
N -4.020 -1.229 0.011 -0.1942
C -4.778 -2.164 -0.795 -0.2456
C -3.992 -3.295 -1.463 -0.0742
C -3.106 -0.384 -0.735 -0.1201
C -2.861 0.864 0.029 -0.1084
C -1.724 1.612 0.291 -0.1387
C -0.341 1.339 -0.129 -0.4168
O -0.037 0.404 -0.840 0.0724
N 0.535 2.242 0.399 0.0475
N 1.852 2.126 0.199 0.0733
C 2.666 2.937 0.744 -0.0824
C 4.090 2.760 0.555 -0.2034
C 5.019 3.565 1.208 -0.0501
C 6.371 3.316 1.041 -0.0776
C 6.804 2.274 0.246 0.0012
C 5.878 1.462 -0.417 -0.2518
O 6.392 0.448 -1.168 -0.0392
C 5.492 -0.378 -1.882 -0.1385
C 4.548 -1.160 -0.999 -0.2208
C 3.206 -1.297 -1.331 -0.0453
C 2.343 -1.976 -0.490 -0.0679
C 2.808 -2.533 0.688 -0.1038
C 4.149 -2.404 1.008 -0.6609
Cl 4.748 -3.097 2.476 0.6694
C 5.023 -1.725 0.177 -0.0529
C 4.528 1.723 -0.271 0.0456
N -2.089 2.655 1.082 0.0653
N -3.330 2.593 1.330 0.0737
N -3.838 1.520 0.708 0.0011
C -5.164 1.126 0.797 -0.2249
N -5.758 0.769 1.900 0.1561
O -7.008 0.457 1.579 -0.0650
N -7.247 0.623 0.259 0.1201
C -6.129 1.043 -0.275 -0.3424
N -5.926 1.276 -1.595 0.1537
H -1.961 -3.084 0.529 0.0633
H -1.852 -2.702 2.247 0.0779
H -1.338 -1.517 1.052 0.0604
H -3.533 -0.903 1.998 0.1081
H -4.188 -2.493 1.626 0.1213
H -5.551 -2.591 -0.149 0.1184
H -5.285 -1.577 -1.568 0.1051
H -4.652 -3.852 -2.123 0.0722
H -3.595 -3.983 -0.721 0.0629
H -3.169 -2.898 -2.053 0.0719
H -2.131 -0.839 -0.958 0.1152
H -3.585 -0.133 -1.688 0.1303
H 0.152 2.981 0.996 0.1391
H 2.330 3.760 1.387 0.1295
H 4.686 4.371 1.846 0.1058
H 7.097 3.937 1.545 0.1045
H 7.855 2.065 0.123 0.1170
H 4.922 0.218 -2.607 0.1345
H 6.143 -1.066 -2.433 0.1392
H 2.824 -0.852 -2.237 0.1192
H 1.298 -2.045 -0.745 0.0977
H 2.140 -3.056 1.355 0.1015
H 6.062 -1.618 0.446 0.1207
H 3.768 1.135 -0.755 0.0977
H -5.211 1.945 -1.832 0.1074
H -6.765 1.324 -2.152 0.1105


No. 3
55
Properties=species:S:1:pos:R:3:lowdin_charge:R:1 method="wB97M-V/def2-TZVPD" homo_lumo_gap_ev=9.040 e_above_lowest_kcal_mol=60.3 total_charge=0 molar_mass_g_mol=400.5 smiles="CCOC(=O)[C@@]1(C(c2ccc(F)cc2)c2ccc(F)cc2)CCCCCCC1=O" total_energy_ev=-36884.49009 homo_ha=-0.311
C -3.011 4.072 1.108 -0.0607
C -2.734 2.972 2.088 -0.2224
O -1.560 2.257 1.710 -0.0218
C -1.138 1.493 2.749 -0.4723
O -1.661 1.501 3.820 0.1402
C 0.027 0.661 2.377 -0.2072
C -0.341 -0.422 1.532 -0.1289
C -1.078 -0.495 0.086 -0.0920
C -0.885 0.619 -0.721 -0.0471
C -1.078 0.577 -2.106 0.0145
C -1.522 -0.639 -2.645 -0.2443
F -1.769 -0.674 -4.010 0.0119
C -1.738 -1.797 -1.900 0.0044
C -1.499 -1.721 -0.509 -0.0105
C -1.035 -1.625 2.308 -0.1626
C -2.016 -1.427 3.298 -0.0206
C -2.616 -2.481 3.981 0.0178
C -2.176 -3.764 3.671 -0.2436
F -2.734 -4.830 4.349 0.0217
C -1.148 -4.008 2.764 -0.0022
C -0.614 -2.928 2.054 -0.0651
C 1.086 1.891 2.069 -0.0847
C 1.992 1.691 0.912 -0.1739
C 2.692 0.305 0.883 -0.1902
C 3.685 0.152 2.004 -0.1932
C 3.084 -0.589 3.225 -0.1716
C 2.126 0.215 4.098 -0.1078
C 0.630 0.033 3.712 -0.2416
O -0.025 -0.613 4.495 0.1237
H -4.042 4.404 1.247 0.0811
H -2.368 4.939 1.297 0.0816
H -2.896 3.745 0.070 0.0805
H -2.585 3.367 3.097 0.1282
H -3.539 2.232 2.118 0.1364
H 0.639 -0.634 1.091 0.1027
H -0.584 1.529 -0.228 0.0907
H -0.914 1.461 -2.695 0.1120
H -2.093 -2.716 -2.370 0.1214
H -1.642 -2.644 0.039 0.0949
H -2.342 -0.431 3.558 0.1036
H -3.412 -2.292 4.687 0.1213
H -0.837 -5.018 2.542 0.1129
H 0.093 -3.110 1.246 0.1218
H 0.504 2.803 1.961 0.1208
H 1.655 2.103 2.971 0.0957
H 2.761 2.485 0.927 0.1259
H 1.430 1.823 -0.027 0.1022
H 3.153 0.166 -0.105 0.1200
H 1.978 -0.530 0.932 0.0844
H 4.100 1.120 2.312 0.1174
H 4.524 -0.444 1.631 0.1098
H 3.910 -0.929 3.872 0.1145
H 2.586 -1.507 2.868 0.1215
H 2.411 1.277 4.085 0.1016
H 2.221 -0.095 5.153 0.1272


No. 4
64
Properties=species:S:1:pos:R:3:lowdin_charge:R:1 method="wB97M-V/def2-TZVPD" homo_lumo_gap_ev=7.636 total_charge=0 molar_mass_g_mol=552.5 smiles="[H]/N=C(/C)Cc1c(N)cc2c(c1CC=C)C(=O)C=CC2=O.CCOC(=O)C(F)(F)F.CCOC(=O)C(F)(F)F" total_energy_ev=-56878.94264 homo_ha=-0.324
H -2.510 -1.376 -1.073 0.0657
N -2.357 -2.208 -0.496 0.1436
C -2.478 -1.861 0.720 -0.4331
C -2.337 -2.912 1.789 -0.0505
C -2.770 -0.411 1.120 -0.0890
C -4.053 0.154 0.556 -0.1094
C -5.245 -0.567 0.740 -0.2288
N -5.238 -1.783 1.437 0.1295
C -6.451 -0.081 0.256 0.0473
C -6.497 1.128 -0.404 -0.0803
C -5.332 1.885 -0.598 -0.0381
C -4.108 1.388 -0.109 -0.0920
C -2.848 2.215 -0.283 -0.1414
C -2.783 3.356 0.710 -0.1474
C -2.955 3.153 2.026 0.0159
C -5.465 3.176 -1.319 -0.3076
O -4.596 4.023 -1.401 0.0892
C -6.773 3.474 -1.968 0.0325
C -7.878 2.768 -1.752 0.0235
C -7.849 1.594 -0.859 -0.3301
O -8.865 1.040 -0.493 0.1043
H -1.460 -3.533 1.617 0.0767
H -3.207 -3.567 1.742 0.0749
H -2.301 -2.487 2.792 0.0719
H -1.899 0.152 0.795 0.0998
H -2.782 -0.328 2.211 0.1211
H -4.771 -1.710 2.332 0.0976
H -6.172 -2.149 1.547 0.0983
H -7.376 -0.626 0.392 0.1261
H -1.942 1.625 -0.202 0.0963
H -2.862 2.637 -1.287 0.1102
H -2.634 4.358 0.319 0.1008
H -2.362 3.686 2.761 0.0535
H -3.680 2.426 2.382 0.0602
H -6.796 4.337 -2.621 0.1217
H -8.824 3.028 -2.210 0.1216
C 0.714 -1.770 -1.025 -0.0682
C 1.949 -2.443 -0.474 -0.1818
O 2.960 -1.476 -0.111 0.0376
C 2.794 -0.880 1.057 -0.4057
O 1.908 -1.052 1.840 0.1680
C 3.970 0.083 1.314 -0.5434
F 4.245 0.820 0.233 0.1649
F 5.072 -0.615 1.633 0.1508
F 3.698 0.910 2.317 0.1775
H 0.975 -1.123 -1.864 0.0872
H -0.006 -2.513 -1.359 0.0694
H 0.238 -1.151 -0.266 0.0597
H 2.413 -3.075 -1.228 0.1263
H 1.715 -3.069 0.386 0.1250
C 7.458 0.383 0.031 -0.0649
C 8.953 0.211 0.179 -0.1858
O 9.416 -0.972 -0.507 0.0358
C 9.594 -0.854 -1.813 -0.4047
O 9.419 0.120 -2.480 0.1719
C 10.125 -2.185 -2.383 -0.5508
F 9.441 -3.229 -1.904 0.1661
F 11.413 -2.343 -2.049 0.1665
F 10.032 -2.197 -3.708 0.1744
H 6.941 -0.511 0.362 0.0673
H 7.115 1.233 0.620 0.0865
H 7.187 0.554 -1.011 0.0843
H 9.220 0.059 1.222 0.1259
H 9.500 1.082 -0.180 0.1256